[1]
Below is a structure of composition C30H25N4PPbS3 at a distorted geometry, with properties calculated with ωB97M-V with the def2-TZVPD basis set.

```
64
C30H25N4PPbS3 | the Open Molecules 2025 dataset | ωB97M-V with the def2-TZVPD basis set
Pb 1.7145 0.6171 1.3044
S 0.0902 -1.3150 2.1741
C -1.4150 -0.4398 2.0795
N -1.6471 0.8156 2.2933
C -2.9651 1.1293 1.9944
C -3.5073 2.3987 1.9062
C -4.7719 2.5390 1.3520
C -5.5073 1.4518 0.8093
C -4.9856 0.1791 0.9280
C -3.7054 0.0799 1.4669
S -2.7998 -1.3934 1.5800
H -2.9453 3.2706 2.1961
H -5.2358 3.5257 1.2704
H -6.4598 1.6154 0.3141
H -5.5046 -0.6477 0.5109
N 0.1928 1.7864 4.0249
N 0.9578 1.9093 5.1440
C 2.1429 1.2810 5.3114
N 2.6796 1.5391 6.5451
S 2.9652 0.3882 4.1603
H 0.1984 2.5368 3.3943
H -0.7255 1.4770 4.2309
H 0.6581 2.5603 5.8412
H 2.2453 2.2004 7.1103
H 3.6210 1.2420 6.6681
C -3.3843 -2.6560 -2.0321
C -2.2869 -3.2614 -1.4013
C -1.1532 -2.5153 -1.1680
C -1.0939 -1.1566 -1.5051
C -2.1859 -0.5893 -2.1352
C -3.3383 -1.3065 -2.3706
P 0.4656 -0.2577 -1.0938
C 0.3587 1.2644 -2.1067
C 1.1741 1.4289 -3.2068
C 1.0796 2.5990 -3.9961
C 0.1861 3.5689 -3.6205
C -0.7350 3.3697 -2.5701
C -0.6544 2.1912 -1.8584
C 1.7955 -1.3494 -1.7420
C 1.6646 -1.8762 -3.0026
C 2.5992 -2.8590 -3.4414
C 3.6341 -3.2014 -2.6351
C 3.8864 -2.6015 -1.3469
C 5.0301 -2.8969 -0.6157
C 5.2597 -2.2646 0.5725
C 4.2633 -1.3877 1.0532
C 3.1194 -1.0560 0.3927
C 2.9068 -1.6748 -0.8680
H -4.3262 -3.2041 -2.1909
H -2.3258 -4.3007 -1.1096
H -0.2809 -2.9896 -0.6662
H -2.1600 0.4685 -2.4179
H -4.1809 -0.8253 -2.8353
H 2.0031 0.7182 -3.3941
H 1.7773 2.6967 -4.8475
H 0.2741 4.5824 -4.0408
H -1.4129 4.1723 -2.3055
H -1.3306 2.0297 -1.0004
H 0.9020 -1.4905 -3.6823
H 2.5249 -3.3138 -4.4678
H 4.3247 -3.9273 -3.0694
H 5.7436 -3.5921 -1.0691
H 6.1280 -2.3275 1.1821
H 4.4583 -0.9556 2.0024
```

Results
Maximum force in eV Å⁻¹: 2.52
Total charge: 0
Total energy in Eh: -3105.995422
E_HOMO in eV: -7.29
Multiplicity: 1

[2]
Below is a structure of composition C40H54MgN4O2SSiTe, with properties calculated with ωB97M-V with the def2-TZVPD basis set.

```
104
C40H54MgN4O2SSiTe | the Open Molecules 2025 dataset | ωB97M-V with the def2-TZVPD basis set
Mg -0.2392 -0.0697 -0.1818
N -0.0724 1.2245 1.7536
C 0.5017 2.5748 1.6766
C 1.9273 2.5725 1.1378
C 2.0693 2.0396 -0.2836
N 1.8934 0.5826 -0.3516
H -1.0547 1.2837 2.0024
H 0.3859 0.6630 2.4614
H 0.4860 3.0814 2.6485
H -0.1401 3.1549 1.0077
H 2.5796 1.9998 1.8064
H 2.2933 3.6026 1.1612
H 3.0312 2.3537 -0.7029
H 1.2951 2.4902 -0.9105
H 2.6988 0.0832 0.0041
H 1.7149 0.2754 -1.3117
C -2.4958 -2.1907 0.8562
C -1.0824 -2.7792 0.8517
O -0.9722 -4.0168 0.8881
N -0.0915 -1.8692 0.8139
Te 1.8882 -2.8227 0.9599
C 3.2757 -4.5952 1.0302
C 4.5325 -4.5038 1.6388
C 5.0263 -3.2569 2.3249
C 5.3766 -5.6157 1.6211
C 5.0086 -6.8036 1.0092
C 5.9276 -7.9965 1.0025
C 3.7648 -6.8644 0.3957
C 2.8923 -5.7797 0.3923
C 1.5721 -5.9232 -0.3194
C 1.8147 -2.7592 3.0891
C 2.2441 -1.6011 3.7480
C 2.8418 -0.4059 3.0498
C 2.1829 -1.5403 5.1405
C 1.7175 -2.6007 5.8966
C 1.6708 -2.5311 7.3994
C 1.3098 -3.7455 5.2254
C 1.3500 -3.8550 3.8389
C 0.9074 -5.1521 3.2199
H -3.2095 -3.0042 0.9579
H -2.7035 -1.6419 -0.0629
H -2.6201 -1.4807 1.6744
H 4.7996 -2.3619 1.7423
H 6.1062 -3.3054 2.4729
H 4.5544 -3.1323 3.3018
H 6.3511 -5.5425 2.0962
H 6.8688 -7.7712 1.5047
H 6.1572 -8.3126 -0.0170
H 5.4716 -8.8486 1.5112
H 3.4571 -7.7854 -0.0928
H 1.2700 -6.9712 -0.3615
H 1.6688 -5.5682 -1.3490
H 0.7717 -5.3475 0.1471
H 2.4896 -0.2949 2.0286
H 3.9314 -0.4932 3.0054
H 2.6139 0.5098 3.6005
H 2.5101 -0.6321 5.6387
H 1.7708 -1.5036 7.7505
H 2.4795 -3.1158 7.8442
H 0.7309 -2.9316 7.7823
H 0.9383 -4.5899 5.7979
H 0.4534 -5.7906 3.9786
H 1.7597 -5.6856 2.7946
H 0.1860 -4.9796 2.4204
C 0.9016 0.9737 -6.1247
C 0.9243 0.9870 -4.5930
C 2.3351 0.5537 -4.1721
C 0.6648 2.4210 -4.1122
Si -0.3298 -0.1474 -3.6976
O -0.0041 -0.2313 -2.1313
C -2.1074 0.4455 -3.9741
C -3.0206 0.0973 -2.9732
C -4.3615 0.4423 -3.0512
C -4.8313 1.1488 -4.1495
C -3.9506 1.5016 -5.1609
C -2.6084 1.1521 -5.0697
C -0.2707 -1.8945 -4.4244
C -0.0677 -2.9670 -3.5500
C -0.1194 -4.2826 -3.9966
C -0.3579 -4.5563 -5.3354
C -0.5623 -3.5081 -6.2224
C -0.5287 -2.1981 -5.7648
H 1.6716 1.6607 -6.5012
H -0.0499 1.3025 -6.5434
H 1.1301 -0.0150 -6.5286
H 3.0798 1.2217 -4.6242
H 2.5562 -0.4663 -4.4988
H 2.4772 0.5906 -3.0926
H 1.4549 3.0938 -4.4711
H 0.6328 2.4825 -3.0230
H -0.2925 2.7997 -4.4794
H -2.6619 -0.4327 -2.1000
H -5.0342 0.1739 -2.2454
H -5.8755 1.4308 -4.2115
H -4.3049 2.0595 -6.0200
H -1.9496 1.4522 -5.8754
H 0.1139 -2.7629 -2.4991
H 0.0116 -5.0946 -3.2929
H -0.3985 -5.5816 -5.6837
H -0.7663 -3.7120 -7.2673
H -0.7387 -1.4000 -6.4697
S -3.3977 3.3797 0.0080
C -2.6070 1.9548 -0.1481
N -2.0448 0.9310 -0.2336
```

Results
Maximum force in eV Å⁻¹: 0.56
Total charge: -1
Total energy in Eh: -3082.192808
E_HOMO (alpha / beta) in eV: -4.35 / -5.48
Multiplicity: 2